C3H8ClN2 | ωB97M-V with the def2-TZVPD basis set

XYZ file:
```
14
Properties=species:S:1:pos:R:3:forces:R:3
C 0.268892 -0.396827 0.537083 -0.26 -3.91 3.89
C -1.864766 -0.992633 -0.431724 -0.01 -1.68 -2.68
C 0.530018 1.860000 0.045303 -4.19 2.73 2.89
N -0.759994 -1.143547 0.503079 -0.87 1.17 -1.12
N 0.643633 0.642132 -0.145763 1.06 0.00 -2.63
Cl 3.497813 -0.079286 -0.294992 -0.33 -0.13 0.92
H -1.571173 -0.165843 -1.125134 -0.91 -0.83 0.48
H -2.131405 -1.981170 -0.996772 1.56 1.54 0.49
H -2.824434 -0.953934 0.007369 -0.83 1.28 1.18
H -0.258423 2.185968 0.738436 0.19 -0.22 -0.28
H 1.100801 2.648440 -0.256753 2.10 1.23 -1.55
H 2.753555 -0.228079 0.795526 0.89 -0.12 -0.72
H -0.907281 -1.833137 1.216722 0.55 -0.43 0.37
H 1.522762 0.437913 -0.592382 1.05 -0.63 -1.23
```
Positions in Å, forces in eV/Å.

Properties
Gap between HOMO and LUMO in Ha: 0.3305
Total energy in eV: -18732.76651
Net charge: +1
LUMO level in Eh: -0.16894

***

C40H34IrN2OSe2Si2 | ωB97M-V with the def2-TZVPD basis set

XYZ file:
```
82
Properties=species:S:1:pos:R:3:forces:R:3
Ir -1.124975 -0.187732 -1.349306 -2.99 -0.13 -0.08
Se -4.035948 0.520973 -2.580526 -0.40 -0.02 -0.02
Se -2.337370 -0.708850 -3.633247 0.85 0.22 0.11
C -2.397480 -2.319824 -2.595011 -0.28 -0.39 -0.08
C -2.978321 -3.501659 -2.977922 -0.02 -0.03 0.01
C -2.814910 -4.594603 -2.124685 0.02 -0.02 -0.01
C -2.092181 -4.449321 -0.953029 -0.06 -0.01 -0.01
C -1.558286 -3.211156 -0.628609 -0.23 0.03 -0.07
N -1.726148 -2.172653 -1.452810 1.11 -0.60 0.06
C -2.868447 1.983766 -2.202266 0.05 0.13 0.05
C -3.270811 3.256951 -2.539238 -0.02 0.06 0.04
C -2.450469 4.334253 -2.213039 -0.07 0.01 0.00
C -1.251410 4.098103 -1.570448 -0.05 0.02 0.08
C -0.896108 2.794619 -1.283981 -0.19 0.01 -0.03
N -1.693029 1.752178 -1.581466 1.06 0.86 -0.31
H -3.525722 -3.575919 -3.907280 0.02 -0.03 0.00
H -3.244464 -5.552401 -2.387388 0.00 0.01 0.00
H -1.929478 -5.285857 -0.287833 -0.04 0.02 0.01
H -1.002920 -3.034435 0.281315 0.08 -0.03 -0.05
H -4.205868 3.401388 -3.061273 0.00 0.02 0.00
H -2.749095 5.340944 -2.475328 0.00 -0.02 0.00
H -0.582935 4.903969 -1.302102 0.00 -0.02 -0.01
H 0.034818 2.562476 -0.788611 0.04 -0.05 -0.05
O -1.246638 -0.198401 0.480869 0.78 0.06 1.08
Si -0.604581 -0.495509 2.069841 0.40 -0.13 0.33
C 0.759054 -1.762391 1.962889 0.12 -0.25 -0.44
C 1.298997 -2.273186 3.149462 -0.10 0.09 0.08
C 2.354097 -3.171909 3.132840 0.05 -0.02 -0.01
C 2.899310 -3.592011 1.925822 -0.03 -0.01 0.04
C 2.370336 -3.123314 0.732692 -0.05 0.01 0.05
C 1.311686 -2.226409 0.765479 -0.02 0.01 0.01
C -1.880205 -1.152366 3.215539 -0.67 -0.27 -0.02
C -2.312222 -2.487108 3.131704 0.11 0.11 -0.06
C -3.248935 -3.002134 4.009719 -0.03 0.05 0.05
C -3.777531 -2.186543 5.004827 0.01 -0.02 -0.01
C -3.374068 -0.864115 5.106385 -0.01 -0.01 0.02
C -2.437455 -0.351652 4.218929 0.01 0.04 -0.12
C 0.006605 1.125427 2.741561 0.14 0.56 -0.28
C -0.187943 2.334696 2.065648 -0.09 -0.12 -0.02
C 0.361788 3.526097 2.516191 -0.04 -0.01 0.06
C 1.115106 3.535239 3.681029 0.00 -0.02 0.00
C 1.298415 2.355215 4.390212 -0.04 0.07 0.02
C 0.747992 1.169352 3.928048 0.02 -0.21 -0.08
H 0.888202 -1.969502 4.106525 -0.02 -0.05 -0.01
H 2.750531 -3.552094 4.065558 0.00 0.02 -0.01
H 3.725687 -4.290834 1.918205 -0.01 0.01 0.00
H 2.783240 -3.449953 -0.214087 -0.02 0.02 0.01
H 0.915725 -1.875499 -0.181056 0.05 0.06 -0.03
H -1.890123 -3.145782 2.378268 0.03 0.00 0.04
H -3.563198 -4.035298 3.932521 0.02 0.02 0.00
H -4.498492 -2.587624 5.705482 0.00 0.01 -0.02
H -3.789212 -0.229718 5.878792 0.02 -0.01 0.00
H -2.133231 0.684304 4.313980 0.00 -0.01 0.00
H -0.802530 2.340004 1.172887 -0.02 0.02 0.06
H 0.193876 4.450164 1.975659 -0.01 -0.03 0.00
H 1.543690 4.459600 4.045367 0.01 -0.01 -0.01
H 1.867637 2.362114 5.310802 -0.01 -0.02 -0.02
H 0.903381 0.265179 4.505771 0.04 0.02 -0.01
C 4.690949 0.368109 0.321547 0.06 -0.05 -0.14
C 4.791823 -0.043612 -1.009461 0.12 0.20 0.32
C 3.662270 -0.109754 -1.800589 -0.47 -0.07 0.02
C 2.402186 0.212396 -1.264045 0.08 0.01 0.63
C 2.333233 0.653803 0.059716 -0.19 -0.07 -0.34
C 3.462727 0.723358 0.858273 0.14 0.08 -0.08
Si 0.962623 -0.096512 -2.390463 1.54 0.10 -0.44
C 1.080020 1.182580 -3.718729 -0.52 0.19 -0.49
C 0.930131 0.792890 -5.057195 -0.15 0.09 0.08
C 1.006969 1.720983 -6.087987 0.01 -0.06 0.00
C 1.215128 3.059995 -5.794949 0.01 0.03 0.03
C 1.381556 3.467950 -4.475160 0.01 -0.01 -0.05
C 1.327627 2.536869 -3.451818 0.09 -0.13 0.00
H 5.582972 0.423703 0.932297 -0.01 -0.04 0.00
H 5.760258 -0.300129 -1.418417 -0.02 0.00 -0.02
H 3.745426 -0.423024 -2.836868 0.05 -0.05 0.03
H 1.374753 0.936189 0.480426 0.02 -0.06 0.07
H 3.384268 1.047329 1.888804 -0.01 0.02 -0.02
H 1.210487 -1.397254 -3.062523 -0.37 -0.17 0.05
H 0.762331 -0.252597 -5.300537 0.02 0.02 0.00
H 0.910132 1.399567 -7.117212 0.00 0.00 0.02
H 1.268616 3.786071 -6.595613 0.01 0.00 0.01
H 1.572641 4.510539 -4.253022 0.03 -0.02 0.00
H 1.533454 2.861270 -2.436752 0.02 -0.03 -0.03
```
Positions in Å, forces in eV/Å.

Properties
Gap between HOMO and LUMO (alpha / beta) in Ha: 0.2256 / 0.1903
Total energy in eV: -196333.40413
Spin multiplicity: 2
Expectation value of S²: 0.76
Net charge: +2
LUMO level (alpha / beta) in Eh: -0.26961 / -0.30482

***

C2H4N2S | ωB97M-V with the def2-TZVPD basis set

XYZ file:
```
9
Properties=species:S:1:pos:R:3:forces:R:3
C 1.825175 -0.576935 0.261343 -4.82 -4.56 -5.05
N 0.593137 -0.896799 -0.379745 3.23 3.52 3.47
N -0.310064 0.240904 -0.283621 -3.03 2.23 0.16
C -1.792423 0.402144 -0.018142 3.33 -0.96 1.10
S -2.909946 -0.760682 0.003156 0.23 0.67 -0.05
H 2.148070 0.396998 0.523623 0.10 0.75 0.59
H 2.468674 -1.504930 0.055778 -0.49 1.86 0.87
H -0.187208 1.227595 -0.631937 1.83 -1.67 0.38
H -1.835416 1.471705 0.469545 -0.40 -1.84 -1.47
```
Positions in Å, forces in eV/Å.

Properties
Gap between HOMO and LUMO in Ha: 0.3111
Total energy in eV: -15950.06571
Net charge: 0
LUMO level in Eh: -0.01176

***

C3H8O | ωB97M-V with the def2-TZVPD basis set

XYZ file:
```
12
Properties=species:S:1:pos:R:3:forces:R:3
C -0.567731 1.386010 -0.332468 2.38 -1.69 2.24
C -0.801244 0.186005 0.580005 -0.96 -0.04 1.40
C 0.215514 -0.932109 0.389949 -1.98 -5.41 0.42
O 1.091197 -0.727111 -0.603984 3.19 1.74 -2.69
H -0.502781 1.158284 -1.308809 -0.48 -1.23 -3.64
H -1.344208 2.031764 -0.180259 -1.44 2.34 0.52
H 0.473321 1.722880 -0.192425 -0.68 0.85 0.65
H -1.924318 -0.200511 0.477557 2.54 0.85 0.58
H -0.541803 0.574729 1.590908 -1.18 -0.19 -0.24
H -0.498845 -1.920693 -0.103304 2.15 2.50 1.66
H 0.855305 -1.479576 1.287402 -2.19 1.85 -1.36
H 1.674519 0.090567 -0.564113 -1.33 -1.55 0.47
```
Positions in Å, forces in eV/Å.

Properties
Gap between HOMO and LUMO in Ha: 0.3917
Total energy in eV: -5285.89215
Net charge: 0
LUMO level in Eh: 0.03260

***

C18H28F5N2ReS3Se | ωB97M-V with the def2-TZVPD basis set

XYZ file:
```
58
Properties=species:S:1:pos:R:3:forces:R:3
Re 0.516782 0.167818 -0.309458 -0.38 -1.27 0.55
C -0.338902 1.200573 2.474386 -0.54 -0.08 0.55
N 0.809638 1.357497 1.573095 -0.38 -0.45 -0.74
C 1.013556 2.799633 1.352206 0.20 0.62 -0.12
C 2.017491 0.787514 2.219022 0.62 -0.26 0.00
C 3.181694 0.760480 1.239971 -0.17 0.28 0.56
N 2.820888 0.011990 0.006082 -1.06 0.17 0.11
C 3.586872 0.564510 -1.121477 0.30 0.23 -0.46
C 3.248868 -1.389443 0.168273 0.25 -0.74 0.10
H -0.173435 1.721643 3.418639 0.12 0.08 0.02
H -0.504709 0.150596 2.699363 0.02 0.00 0.00
H -1.236725 1.614943 2.021202 0.01 0.01 -0.07
H 1.289162 3.297002 2.284494 -0.03 -0.10 0.08
H 0.096160 3.260300 0.993782 -0.08 -0.05 -0.01
H 1.803118 2.980137 0.627658 -0.03 0.02 -0.01
H 1.785596 -0.223724 2.571333 -0.04 0.16 -0.03
H 2.287536 1.383436 3.095846 -0.06 0.01 -0.01
H 4.045510 0.294406 1.722449 0.00 0.06 -0.10
H 3.472208 1.778350 0.976937 0.01 -0.10 -0.07
H 4.645896 0.635415 -0.858844 -0.03 -0.03 0.03
H 3.240312 1.562856 -1.384378 -0.06 0.05 0.02
H 3.511949 -0.100127 -1.978951 -0.04 -0.03 -0.04
H 4.338765 -1.463480 0.103154 -0.06 0.10 0.04
H 2.827055 -2.022743 -0.612766 0.00 0.08 -0.03
H 2.954623 -1.783201 1.142028 0.00 0.10 -0.07
C -2.141625 -0.542586 -2.436879 -0.12 0.02 0.23
C -1.035625 -1.475530 -2.885560 0.03 0.03 0.02
S 0.674465 -0.952891 -2.512142 -0.20 0.58 0.12
C 1.025033 0.453018 -3.640827 0.03 -0.18 0.12
C 0.264760 1.741827 -3.415247 0.08 0.17 -0.08
S 0.204729 2.289179 -1.656548 -0.14 -0.68 -0.10
C -1.565904 2.783228 -1.522671 0.10 0.01 0.11
C -2.506664 1.799752 -0.830684 -0.07 -0.38 0.14
S -1.954920 0.062640 -0.705436 0.77 0.59 0.08
H -3.088532 -1.086007 -2.445931 0.03 0.03 -0.06
H -2.246324 0.322240 -3.086152 0.03 0.06 0.01
H -1.104309 -1.633149 -3.963077 0.06 -0.04 -0.02
H -1.123370 -2.452895 -2.407735 0.08 0.05 -0.03
H 0.849995 0.099782 -4.657716 0.07 -0.04 -0.03
H 2.096672 0.615853 -3.525341 -0.02 -0.10 -0.07
H -0.753929 1.694031 -3.796280 0.03 -0.01 0.14
H 0.776032 2.543929 -3.955999 -0.08 -0.07 0.02
H -1.890109 3.007382 -2.537330 0.11 0.00 -0.04
H -1.575001 3.728707 -0.978634 0.07 -0.01 -0.05
H -3.484488 1.788716 -1.321068 0.08 0.03 0.06
H -2.677384 2.088976 0.207784 -0.01 -0.04 -0.06
F -4.794023 -4.021448 3.466318 0.18 0.05 -0.13
C -3.708636 -3.552319 2.914546 0.44 0.22 -0.19
C -3.566158 -3.565953 1.512543 0.23 0.13 0.22
F -4.516356 -4.057220 0.749243 -0.01 -0.02 0.02
C -2.413947 -3.037601 0.950731 0.06 0.31 0.23
F -2.214836 -3.007695 -0.375816 -0.38 -0.22 -0.14
C -1.398355 -2.494061 1.734831 -0.78 -0.06 0.07
Se 0.252549 -2.015802 0.980349 0.80 0.89 -0.50
C -1.548303 -2.501990 3.124086 0.06 -0.08 -0.26
F -0.555965 -1.968526 3.836703 -0.11 -0.09 0.30
C -2.690905 -3.013566 3.725856 -0.01 -0.03 -0.37
F -2.828473 -2.986397 5.030038 -0.01 0.00 -0.05
```
Positions in Å, forces in eV/Å.

Properties
Gap between HOMO and LUMO (alpha / beta) in Ha: 0.2157 / 0.1884
Total energy in eV: -135641.61006
Spin multiplicity: 2
Expectation value of S²: 1.24
Net charge: +3
LUMO level (alpha / beta) in Eh: -0.43578 / -0.46011

***

C7H12 | ωB97M-V with the def2-TZVPD basis set

XYZ file:
```
19
Properties=species:S:1:pos:R:3:forces:R:3
C -1.800598 1.272796 1.060240 0.00 -0.02 0.01
C -0.701092 1.126429 0.004946 0.04 0.01 -0.12
C 0.411554 0.163075 0.428110 0.12 0.16 -0.08
C 0.010774 -1.315424 0.521890 0.30 -0.07 0.19
C 0.670086 -2.055783 -0.571119 -1.05 -1.96 -0.28
C 1.055691 -1.086887 -1.571383 0.26 0.28 -0.15
C 1.549630 -0.029314 -0.591074 0.98 0.16 0.46
H -2.570282 1.983961 0.738674 0.15 -0.13 0.04
H -1.388432 1.633288 2.011368 -0.05 -0.06 -0.17
H -2.298579 0.315400 1.257076 0.09 0.15 -0.03
H -1.144867 0.788361 -0.942311 0.05 0.05 0.14
H -0.256424 2.111096 -0.196267 -0.07 -0.16 0.02
H 0.818969 0.502991 1.388838 -0.07 0.02 -0.16
H -1.045838 -1.560890 0.535295 -0.42 -0.07 -0.16
H 0.381496 -1.827834 1.400546 0.04 0.15 0.66
H 2.349108 -0.578470 -0.034691 -0.15 0.67 -0.20
H 1.782753 -1.465617 -2.286491 0.07 0.14 -0.03
H 0.151172 -0.811256 -2.119363 -0.20 0.26 -0.05
H 2.024880 0.834080 -1.034281 -0.09 0.43 -0.09
```
Positions in Å, forces in eV/Å.

Properties
Gap between HOMO and LUMO in Ha: 0.3054
Total energy in eV: -7449.88828
Net charge: 0
LUMO level in Eh: 0.01440